Record 1
{"formula": "C32H35BrN3O4S", "method": "the ωB97M-V functional and the def2-TZVPD basis", "elements": ["C", "S", "C", "C", "C", "C", "C", "C", "C", "Br", "C", "C", "O", "H", "H", "H", "H", "H", "H", "H", "H", "H", "H", "H", "C", "N", "C", "O", "C", "C", "C", "C", "C", "C", "C", "C", "N", "C", "C", "C", "C", "C", "C", "N", "O", "O", "C", "C", "C", "C", "C", "C", "H", "H", "H", "H", "H", "H", "H", "H", "H", "H", "H", "H", "H", "H", "H", "H", "H", "H", "H", "H", "H", "H", "H", "H"], "xyz": [[5.6951, -1.1842, 0.3968], [4.2553, -0.1740, -0.1710], [5.2855, 0.7479, -1.3879], [3.4837, -1.2148, -1.2850], [2.2473, -1.8784, -1.0323], [1.9731, -3.1685, -1.7733], [2.8590, -3.7145, -2.7183], [2.5575, -4.8979, -3.3996], [1.3472, -5.5554, -3.1467], [0.8615, -7.0566, -4.1811], [0.4616, -5.0383, -2.1814], [0.7820, -3.8654, -1.4947], [1.3964, -1.4438, -0.2213], [6.2690, -0.5219, 1.0574], [5.3269, -2.0636, 0.9319], [6.2942, -1.4856, -0.4715], [5.5764, 1.6861, -0.8937], [6.1761, 0.1561, -1.6427], [4.6797, 0.9206, -2.2868], [4.1711, -1.5691, -2.0569], [3.8023, -3.2178, -2.9203], [3.2417, -5.2861, -4.1431], [-0.4813, -5.5327, -1.9820], [0.0962, -3.4959, -0.7308], [-4.8770, 2.0713, 2.5846], [-3.7253, 1.3179, 2.1586], [-3.6619, -0.0368, 2.3325], [-4.5054, -0.7438, 2.8778], [-2.3296, -0.5042, 1.7446], [-2.4558, -1.5171, 0.5972], [-3.0448, -2.8276, 1.0486], [-4.2514, -3.2785, 0.5036], [-4.9036, -4.3744, 1.0735], [-4.3159, -5.0635, 2.1477], [-3.0307, -4.7009, 2.5823], [-2.3878, -3.5909, 2.0190], [-1.7183, 0.7511, 1.3252], [-0.5035, 0.7770, 0.7475], [0.0894, 1.9010, 0.2071], [1.3202, 1.9575, -0.4207], [1.8529, 3.2222, -0.8493], [1.1339, 4.4439, -0.6796], [1.6599, 5.6559, -1.1520], [0.8655, 6.8287, -0.9795], [1.2849, 7.9263, -1.4076], [-0.2420, 6.7142, -0.3966], [2.9159, 5.7251, -1.7808], [3.6444, 4.5421, -1.9201], [3.1262, 3.3263, -1.4622], [-2.5854, 1.9260, 1.4928], [-3.0267, 2.5305, 0.1478], [-1.9444, 2.9907, 2.4000], [-5.5775, 1.3733, 3.0537], [-4.5806, 2.8502, 3.2999], [-5.3561, 2.5748, 1.7326], [-1.7163, -0.9503, 2.5456], [-3.0953, -1.0748, -0.1794], [-1.4626, -1.6731, 0.1499], [-4.6998, -2.7330, -0.3301], [-5.8832, -4.6836, 0.6987], [-4.8488, -5.8923, 2.6303], [-2.5415, -5.2651, 3.3823], [-1.3958, -3.2835, 2.3612], [0.0256, -0.1747, 0.6982], [-0.4703, 2.8258, 0.2891], [1.8961, 1.0499, -0.5865], [0.1574, 4.4922, -0.1937], [3.2722, 6.6920, -2.1303], [4.6270, 4.5731, -2.3923], [3.6954, 2.4072, -1.5664], [-3.5557, 1.7688, -0.4416], [-3.6858, 3.3878, 0.3399], [-2.1793, 2.8788, -0.4471], [-1.7380, 2.5424, 3.3821], [-0.9963, 3.3558, 1.9975], [-2.6315, 3.8420, 2.4986]], "atomic_forces_ev_per_a": [[-0.1, 0.5, 0.5], [0.9, -1.3, -1.5], [0.1, 0.5, 0.4], [-0.2, -0.5, -0.3], [0.2, 0.4, 0.4], [-0.2, -0.3, -0.2], [-0.4, -0.2, 0.2], [-0.4, 0.2, 0.3], [0.0, 1.0, 0.5], [0.1, 0.0, 0.2], [0.5, 0.1, -0.3], [0.3, -0.1, -0.3], [0.2, -0.1, -0.1], [0.1, -0.4, -0.1], [0.0, 0.3, 0.0], [-0.3, 0.1, 0.3], [0.1, -0.2, -0.4], [-0.4, 0.2, 0.1], [0.2, -0.1, 0.4], [-0.2, 0.1, 0.4], [-0.2, -0.2, -0.1], [0.0, 0.0, 0.1], [0.1, -0.1, 0.0], [0.2, 0.0, -0.3], [-0.2, 0.6, 0.0], [0.0, -0.7, 0.1], [-0.8, -0.7, 0.7], [1.3, 1.1, -0.9], [0.1, -0.6, 0.7], [-0.1, 0.1, -0.5], [0.0, -0.4, -0.1], [0.0, 0.0, 0.5], [0.2, -0.2, 0.2], [0.2, 0.2, -0.3], [-0.1, 0.1, -0.1], [-0.5, -0.1, 0.1], [2.7, 0.3, -1.5], [-2.2, -1.6, 1.2], [1.4, 1.7, -1.0], [-1.6, -0.4, 1.1], [0.5, 2.1, -0.6], [0.4, 0.0, -0.3], [0.9, -2.0, -0.1], [-2.2, 3.3, 0.5], [-0.5, -2.5, 0.7], [2.2, 0.0, -1.1], [-0.5, -0.2, 0.3], [-0.2, 0.0, 0.1], [-0.5, -0.1, 0.2], [-0.6, 0.7, 0.0], [0.0, -0.2, -0.1], [0.1, -0.3, 0.2], [0.2, 0.2, -0.1], [-0.2, -0.3, 0.0], [0.0, -0.2, 0.2], [-0.3, 0.2, -0.2], [0.1, -0.1, 0.1], [-0.1, 0.1, 0.1], [0.0, -0.1, 0.3], [0.4, 0.1, 0.1], [0.3, 0.4, -0.3], [-0.2, 0.2, -0.3], [-0.3, -0.1, 0.0], [0.0, 0.0, -0.1], [0.4, -0.3, -0.1], [-0.1, 0.0, 0.1], [0.5, 0.0, -0.3], [0.0, -0.3, 0.1], [-0.3, 0.0, 0.1], [-0.2, 0.4, -0.1], [0.0, 0.3, 0.2], [0.2, -0.3, -0.1], [-0.3, 0.0, 0.1], [-0.1, 0.2, -0.2], [-0.3, 0.0, 0.1], [0.3, -0.3, 0.1]], "lowdin_charge": [-0.238, 1.027, -0.265, -0.370, -0.455, -0.142, -0.025, -0.112, -0.686, 0.761, -0.103, -0.011, -0.070, 0.060, 0.067, 0.058, 0.059, 0.062, 0.061, 0.060, 0.097, 0.102, 0.103, 0.105, 0.000, -0.038, -0.359, 0.104, -0.140, -0.077, -0.245, -0.038, -0.068, -0.074, -0.069, -0.045, 0.066, 0.047, -0.042, 0.068, -0.166, 0.090, -0.132, -0.308, 0.089, 0.057, 0.045, -0.025, 0.007, -0.459, 0.024, 0.022, 0.104, 0.098, 0.099, 0.173, 0.131, 0.109, 0.115, 0.109, 0.109, 0.108, 0.115, 0.122, 0.057, 0.084, 0.113, 0.132, 0.121, 0.058, 0.107, 0.099, 0.075, 0.111, 0.073, 0.099], "spin_multiplicity": 1, "lumo_ha": -0.17664, "mol_weight_g_mol": 637.62, "charge": 1, "e_tot_ev": -127279.5127}

---

Record 2
{"formula": "C32H35CrN4O4P2Se", "method": "the ωB97M-V functional and the def2-TZVPD basis", "elements": ["Cr", "N", "C", "C", "N", "C", "C", "N", "H", "H", "H", "H", "H", "H", "H", "H", "H", "H", "H", "H", "H", "O", "C", "O", "C", "O", "O", "Se", "C", "N", "C", "P", "C", "C", "C", "C", "C", "C", "C", "C", "C", "C", "C", "C", "P", "C", "C", "C", "C", "C", "C", "C", "C", "C", "C", "C", "C", "H", "H", "H", "H", "H", "H", "H", "H", "H", "H", "H", "H", "H", "H", "H", "H", "H", "H", "H", "H", "H", "H"], "xyz": [[-2.0292, -0.8178, 1.7325], [-2.4527, 0.4097, -0.3123], [-3.7995, 0.9681, -0.4275], [-4.7855, 0.0072, 0.2260], [-4.2388, -0.4939, 1.5009], [-4.6259, 0.3147, 2.6773], [-3.6715, 1.4898, 2.8357], [-2.2862, 0.9824, 2.8767], [-1.7662, 1.0838, -0.6335], [-2.3597, -0.3647, -0.9699], [-4.1004, 1.1546, -1.4643], [-3.8042, 1.9331, 0.0811], [-4.9444, -0.8505, -0.4271], [-5.7529, 0.4964, 0.3838], [-4.5561, -1.4484, 1.6482], [-4.5550, -0.3343, 3.5506], [-5.6588, 0.6663, 2.5854], [-3.9135, 2.0631, 3.7357], [-3.7436, 2.1714, 1.9904], [-2.0686, 0.6563, 3.8173], [-1.6155, 1.7192, 2.6657], [0.4377, -1.6097, 4.6802], [-0.4762, -1.5551, 3.8985], [-0.3847, -1.0915, 2.6685], [-1.9272, -1.9979, 4.2327], [-2.2469, -2.4857, 5.2839], [-2.7553, -1.7283, 3.2448], [-1.8426, -3.0058, 0.5402], [-2.7811, -2.6411, -0.9990], [-3.3692, -2.3616, -1.9545], [0.9450, 1.0305, -1.1781], [0.5368, 0.2186, 0.4411], [0.6592, 1.6498, 1.5793], [1.0738, 1.4541, 2.8976], [0.9551, 2.4717, 3.8329], [0.4239, 3.7023, 3.4720], [0.0094, 3.9117, 2.1644], [0.1207, 2.8907, 1.2301], [2.0803, -0.6868, 0.7813], [3.3201, -0.0511, 0.8018], [4.4774, -0.7763, 1.0250], [4.4050, -2.1488, 1.2293], [3.1763, -2.7879, 1.2049], [2.0175, -2.0600, 0.9797], [0.3291, 0.0895, -2.6408], [1.3170, -1.4392, -2.5477], [2.7133, -1.4329, -2.5351], [3.4165, -2.6180, -2.4462], [2.7308, -3.8267, -2.3676], [1.3477, -3.8437, -2.3802], [0.6419, -2.6500, -2.4741], [1.2020, 0.9624, -3.9920], [1.6354, 2.2810, -3.8955], [2.2192, 2.9185, -4.9825], [2.3779, 2.2448, -6.1812], [1.9457, 0.9292, -6.2894], [1.3603, 0.2974, -5.2077], [2.0242, 1.2187, -1.2299], [0.4495, 2.0057, -1.2003], [1.4552, 0.4890, 3.2029], [1.2758, 2.2930, 4.8496], [0.3352, 4.4925, 4.2051], [-0.3983, 4.8687, 1.8683], [-0.2239, 3.0784, 0.2198], [3.3858, 1.0216, 0.6571], [5.4331, -0.2711, 1.0467], [5.3078, -2.7166, 1.4083], [3.1140, -3.8559, 1.3618], [1.0570, -2.5614, 0.9658], [3.2503, -0.4938, -2.6026], [4.4979, -2.6053, -2.4301], [3.2819, -4.7548, -2.2942], [0.8123, -4.7810, -2.3186], [-0.4407, -2.6611, -2.4918], [1.5316, 2.8282, -2.9681], [2.5540, 3.9426, -4.8856], [2.8361, 2.7383, -7.0270], [2.0657, 0.3938, -7.2211], [1.0322, -0.7304, -5.3057]], "atomic_forces_ev_per_a": [[-1.0, 0.5, -0.1], [0.2, -0.2, 0.0], [-0.2, 0.1, 0.0], [0.2, -0.1, 0.0], [-0.1, -0.1, 0.0], [0.1, 0.0, 0.0], [0.0, 0.0, 0.1], [0.1, -0.1, 0.1], [0.0, 0.0, 0.1], [0.0, 0.0, -0.1], [0.1, -0.1, 0.1], [0.0, 0.0, -0.1], [0.1, 0.0, 0.0], [0.1, 0.0, 0.0], [0.0, 0.1, 0.1], [0.0, 0.1, 0.0], [0.1, 0.0, 0.0], [0.0, -0.1, -0.1], [0.0, 0.0, 0.1], [0.0, 0.1, -0.1], [0.0, 0.0, 0.0], [-0.2, 0.0, 0.0], [0.3, 0.0, -0.1], [0.1, -0.1, 0.1], [-0.2, -0.1, 0.2], [0.1, 0.0, -0.1], [0.3, 0.0, 0.1], [-0.1, -0.2, -0.3], [0.2, 0.0, 0.3], [-0.1, 0.1, -0.1], [0.3, 0.2, 0.1], [0.3, 0.0, -0.2], [-0.1, 0.0, -0.1], [0.0, 0.0, 0.1], [0.0, 0.0, 0.0], [0.0, 0.0, 0.0], [0.0, 0.0, 0.1], [0.0, 0.0, 0.0], [0.0, 0.0, -0.1], [0.0, 0.1, 0.0], [0.0, 0.0, 0.0], [0.0, 0.0, 0.0], [0.0, 0.0, 0.0], [-0.1, -0.1, 0.0], [-0.1, 0.0, 0.0], [0.1, 0.0, 0.1], [0.0, 0.0, 0.0], [0.0, 0.0, 0.0], [0.0, 0.0, 0.0], [0.0, 0.0, 0.0], [0.0, 0.0, 0.0], [0.0, 0.1, 0.0], [0.0, 0.0, 0.0], [0.0, 0.0, 0.0], [0.0, 0.0, 0.0], [0.0, 0.0, 0.0], [0.0, 0.0, 0.0], [-0.1, 0.0, 0.0], [0.0, -0.1, -0.1], [0.1, 0.0, 0.0], [0.0, 0.0, 0.1], [0.0, 0.0, 0.0], [0.0, 0.0, 0.0], [0.0, 0.0, 0.0], [0.0, 0.0, 0.0], [0.1, 0.0, 0.0], [0.0, 0.0, 0.0], [0.0, 0.0, 0.0], [0.0, 0.0, 0.0], [0.0, 0.0, 0.0], [0.0, 0.0, 0.0], [0.0, 0.0, 0.0], [0.0, 0.0, 0.0], [0.0, 0.0, 0.0], [0.0, 0.0, 0.0], [0.0, 0.0, 0.0], [0.0, 0.0, 0.0], [0.0, 0.0, 0.0], [0.0, 0.0, 0.0]], "lowdin_charge": [0.560, -0.026, -0.216, -0.171, -0.117, -0.172, -0.179, 0.023, 0.040, 0.019, 0.127, 0.097, 0.106, 0.124, 0.123, 0.123, 0.126, 0.129, 0.101, 0.117, 0.076, 0.125, -0.513, -0.270, -0.518, 0.127, -0.205, 0.737, -0.813, 0.059, -0.531, 1.032, -0.366, -0.090, -0.065, -0.090, -0.094, -0.119, -0.371, -0.099, -0.079, -0.081, -0.067, -0.090, 1.023, -0.407, -0.094, -0.080, -0.083, -0.075, -0.111, -0.393, -0.103, -0.089, -0.092, -0.083, -0.103, 0.053, 0.016, 0.105, 0.112, 0.103, 0.103, 0.086, 0.109, 0.102, 0.103, 0.109, 0.063, 0.112, 0.106, 0.104, 0.106, 0.071, 0.088, 0.101, 0.100, 0.103, 0.107], "spin_multiplicity": 4, "lumo_ha": [0.00050, 0.00145], "mol_weight_g_mol": 732.56, "charge": 0, "e_tot_ev": -160251.6384}

---

Record 3
{"formula": "C32H35F3N2O3S", "method": "the ωB97M-V functional and the def2-TZVPD basis", "elements": ["C", "C", "C", "C", "C", "C", "S", "C", "F", "F", "F", "O", "O", "C", "C", "H", "H", "H", "H", "H", "H", "H", "H", "C", "N", "C", "O", "C", "C", "C", "C", "C", "C", "C", "C", "N", "C", "C", "C", "C", "C", "C", "C", "C", "C", "C", "C", "C", "C", "H", "H", "H", "H", "H", "H", "H", "H", "H", "H", "H", "H", "H", "H", "H", "H", "H", "H", "H", "H", "H", "H", "H", "H", "H", "H", "H"], "xyz": [[-5.2165, 0.0519, 3.4155], [-3.7746, -0.0159, 2.9742], [-3.1956, -1.2641, 2.6824], [-1.8725, -1.3562, 2.2766], [-1.0586, -0.1876, 2.2348], [0.3405, -0.3298, 1.9426], [1.3549, 0.5791, 3.0445], [2.9677, -0.3732, 3.0337], [4.0066, 0.4510, 3.2798], [2.9779, -1.3794, 3.9252], [3.1281, -0.9170, 1.7907], [1.6336, 1.8715, 2.4321], [0.8854, 0.5111, 4.4185], [-1.6605, 1.0782, 2.5104], [-3.0010, 1.1478, 2.8477], [-5.5203, 1.0683, 3.6977], [-5.9217, -0.2745, 2.6288], [-5.3647, -0.5994, 4.2921], [-3.8055, -2.1627, 2.7930], [-1.3815, -2.3202, 2.0802], [0.7152, -1.2900, 1.5769], [-1.0522, 1.9867, 2.4435], [-3.4553, 2.1227, 3.0429], [-2.8180, -0.9207, -6.1959], [-2.6682, -0.5262, -4.8128], [-3.7491, -0.1643, -4.0648], [-4.9180, -0.1578, -4.4522], [-3.2279, 0.2724, -2.6917], [-3.8672, -0.4861, -1.5249], [-5.3778, -0.3267, -1.4985], [-6.2056, -1.4519, -1.5468], [-7.5940, -1.3064, -1.5537], [-8.1715, -0.0355, -1.4802], [-7.3416, 1.0908, -1.4654], [-5.9492, 0.9489, -1.4594], [-1.7748, 0.0611, -2.8081], [-0.9427, 0.3591, -1.7862], [0.4515, 0.2313, -1.8230], [1.3232, 0.6167, -0.7996], [2.7515, 0.6227, -0.9706], [3.5991, 1.3326, -0.0714], [4.9709, 1.3111, -0.2106], [5.5601, 0.7224, -1.3389], [7.0429, 0.8176, -1.5056], [4.7552, 0.0247, -2.2530], [3.3782, -0.0400, -2.0672], [-1.3691, -0.3754, -4.1578], [-0.6697, -1.7383, -4.1668], [-0.5192, 0.6714, -4.8851], [-3.8801, -0.9590, -6.4440], [-2.3277, -0.1976, -6.8598], [-2.3777, -1.9081, -6.3753], [-3.4418, 1.3590, -2.5797], [-3.6197, -1.5586, -1.6023], [-3.4234, -0.1100, -0.5858], [-5.7357, -2.4363, -1.6106], [-8.2202, -2.1924, -1.6174], [-9.2546, 0.0781, -1.4483], [-7.7699, 2.0904, -1.4589], [-5.2914, 1.8229, -1.4479], [-1.4067, 0.7495, -0.8690], [0.9220, -0.1458, -2.7349], [0.9315, 1.0689, 0.1164], [3.1296, 1.9118, 0.7345], [5.6226, 1.7411, 0.5561], [7.3568, 0.3732, -2.4484], [7.3634, 1.8633, -1.4804], [7.5672, 0.2936, -0.7004], [5.2270, -0.4919, -3.0981], [2.7795, -0.6084, -2.7818], [-1.3399, -2.5097, -3.7662], [-0.4066, -1.9998, -5.2001], [0.2385, -1.7252, -3.5674], [-1.1535, 1.5045, -5.2096], [0.2629, 1.0571, -4.2278], [-0.0573, 0.2077, -5.7651]], "atomic_forces_ev_per_a": [[-0.3, -0.1, 0.1], [-0.1, 0.1, -0.2], [0.0, 0.4, -0.2], [0.2, 0.5, 0.2], [-0.7, -0.1, 0.0], [1.3, 0.1, 0.2], [-1.6, -1.0, -0.8], [0.2, -0.4, -0.5], [-0.6, -0.6, -0.1], [0.0, 0.8, -0.5], [0.2, 0.3, 0.9], [0.5, -0.1, 0.8], [0.7, 0.6, -0.7], [0.4, -0.7, -0.4], [-0.2, -0.3, 0.2], [0.2, -0.2, 0.0], [0.3, 0.0, 0.3], [-0.1, 0.2, -0.3], [0.2, 0.2, -0.1], [-0.4, 0.4, 0.1], [0.0, 0.3, 0.5], [-0.2, -0.4, 0.1], [0.1, -0.3, 0.0], [0.4, -0.1, -0.3], [-0.5, 0.2, 0.3], [-1.0, 0.2, -0.5], [1.7, 0.0, 0.7], [-0.3, 0.5, -0.2], [-0.1, -0.2, 0.2], [0.0, 0.1, 0.1], [0.1, 0.3, -0.1], [0.1, 0.1, 0.2], [0.4, 0.0, -0.1], [0.3, -0.1, 0.1], [-0.3, -0.3, 0.0], [0.4, 0.4, 1.1], [0.2, -0.2, -0.6], [0.3, -0.2, -0.1], [-0.9, 0.8, -0.1], [1.3, -0.2, -0.5], [-0.9, -0.1, 0.1], [0.1, 0.0, -0.4], [-0.3, -0.3, 0.4], [0.2, -0.1, -0.1], [-0.1, 0.1, 0.1], [0.0, 0.2, 0.4], [0.0, -0.5, -0.5], [-0.1, -0.2, 0.2], [-0.1, 0.2, 0.0], [0.1, 0.1, 0.2], [-0.1, -0.1, 0.1], [-0.1, 0.1, 0.0], [0.1, -0.6, -0.1], [0.0, 0.4, 0.0], [-0.2, -0.2, -0.2], [-0.3, 0.2, 0.0], [0.0, 0.2, 0.1], [0.3, 0.0, -0.1], [0.0, -0.2, 0.1], [-0.4, -0.2, 0.1], [0.1, -0.3, -0.4], [-0.4, 0.2, 0.5], [0.1, -0.1, -0.3], [0.2, -0.5, -0.2], [-0.3, 0.1, -0.3], [0.1, 0.1, 0.0], [0.0, -0.1, 0.0], [-0.1, 0.1, 0.0], [-0.2, 0.3, 0.3], [0.3, 0.1, 0.3], [0.2, 0.2, -0.1], [0.0, 0.0, 0.3], [0.0, -0.1, -0.1], [0.2, -0.1, 0.1], [-0.1, 0.0, -0.2], [-0.1, 0.2, 0.2]], "lowdin_charge": [-0.072, -0.296, -0.064, -0.048, -0.326, -0.259, 0.720, -0.617, 0.117, 0.129, 0.085, -0.346, -0.303, -0.055, -0.059, 0.070, 0.076, 0.079, 0.110, 0.110, 0.075, 0.106, 0.109, -0.008, -0.037, -0.363, 0.085, -0.155, -0.078, -0.235, -0.041, -0.078, -0.086, -0.074, -0.040, 0.034, 0.022, -0.068, 0.033, -0.196, -0.008, -0.026, -0.261, -0.051, -0.031, -0.008, -0.463, 0.006, 0.011, 0.097, 0.096, 0.092, 0.167, 0.132, 0.118, 0.113, 0.101, 0.101, 0.102, 0.114, 0.151, 0.062, 0.088, 0.106, 0.128, 0.074, 0.088, 0.091, 0.115, 0.102, 0.105, 0.088, 0.070, 0.102, 0.077, 0.093], "spin_multiplicity": 1, "lumo_ha": -0.06427, "mol_weight_g_mol": 584.70, "charge": 0, "e_tot_ev": -61859.7946}